Record 1
DFT (ωB97M-V/def2-TZVPD) results for a structure of composition C10H9F6N5O4S3Ti in a non-equilibrium geometry.

The charge is 0. The lowest unoccupied orbital energy (alpha / beta) is 0.246 / -0.703 eV. The value obtained for the relative energy (zero: lowest compared OMol25 entry of this formula, charge and spin) is 1.691 eV. The expectation value of S² is 2.02. Its spin multiplicity is 3.

XYZ file:
```
38
Properties=species:S:1:pos:R:3:mulliken_charge:R:1
F 2.178 -0.488 1.946 -0.08
C -0.701 -4.180 0.554 0.46
C 2.101 1.588 -0.965 0.50
N -3.457 2.110 0.271 -0.45
Ti 0.205 -0.048 0.400 0.53
H 3.477 3.034 -1.756 0.37
C 4.080 -0.271 -1.349 -0.96
H -4.247 1.532 0.042 0.22
C 4.324 1.068 -1.704 -0.37
C -2.228 1.587 0.060 0.62
N -0.549 -1.974 1.945 -0.46
S -2.093 -0.124 -0.237 -0.45
C 0.874 3.856 -1.156 -1.62
O 0.209 -1.917 -0.472 -0.47
O -0.226 0.479 2.262 -0.45
H 5.276 1.352 -2.122 0.43
F -1.981 -3.876 0.420 -0.20
H 2.648 -1.646 -0.568 0.33
F -0.555 -4.974 1.607 -0.21
C 0.987 2.429 -0.722 0.63
F 2.325 -1.926 3.584 -0.21
C 3.334 1.994 -1.510 -1.00
F 1.993 0.156 3.991 -0.23
H -3.552 3.109 0.200 0.25
S 0.297 -2.618 0.789 1.41
H -0.180 4.113 -1.219 0.44
C 1.694 -0.844 3.166 0.65
H 4.847 -1.018 -1.474 0.44
N 1.864 0.270 -0.642 0.22
N -0.014 1.775 -0.145 0.89
H 1.351 4.518 -0.435 0.26
O -0.793 -0.932 4.181 -0.66
O 1.608 -2.983 1.207 -0.61
S -0.175 -0.820 2.917 1.03
F -0.303 -4.842 -0.528 -0.20
N -1.199 2.384 0.016 -1.67
C 2.852 -0.613 -0.836 0.20
H 1.346 3.996 -2.125 0.42
```

=====

Record 2
DFT (ωB97M-V/def2-TZVPD) results for an isolated molecule of C10H9IOS in a non-equilibrium geometry.

The charge is 0. The lowest unoccupied orbital energy (alpha / beta) is 0.166 / -1.633 eV. The expectation value of S² is 2.04. Its spin multiplicity is 3.

XYZ file:
```
22
Properties=species:S:1:pos:R:3:mulliken_charge:R:1
H -3.026 -0.432 -1.518 0.32
O 0.729 -2.336 -3.319 -0.61
H 1.954 -0.049 1.158 0.08
I -0.574 0.614 -4.092 0.06
H -1.687 0.346 3.159 0.59
H 2.928 -0.268 -0.946 0.43
C -1.249 0.201 2.295 -0.70
H -3.030 -0.068 1.004 0.37
C -1.952 -0.063 -1.402 -0.65
C 2.284 -0.474 -1.707 -1.15
C 0.933 -0.761 -1.124 0.11
S 0.012 -1.989 -2.060 0.39
H 2.742 -1.321 -2.250 0.35
C 0.161 0.172 2.276 -0.65
C -1.943 -0.071 1.107 -0.66
C 0.145 -0.230 -0.139 1.32
H -2.078 1.023 -1.645 0.44
C -1.254 -0.269 -0.106 0.49
C -1.268 -0.703 -2.526 -0.31
H 0.516 0.233 3.293 0.36
C 0.812 -0.015 1.072 -0.80
H 2.236 0.554 -2.313 0.21
```